No. 1
# C3H9O

2 unconnected molecules or ions with the total composition C3H9O (ωB97M-V/def2-TZVPD, the OMol25 dataset).

Calculated values
HOMO energy (alpha / beta): -11.19 / -11.33 eV
Energy above the lowest of the compared OMol25 structures with the same formula, charge and spin: 0.634 eV
E: -194.8344 hartree

```
! wB97M-V def2-TZVPD RIJCOSX def2/J DEFGRID3
* xyz 0 2
O -0.0081 -2.3332 -1.8269
H -0.5548 -1.9448 -2.5368
C 1.2050 0.8206 -0.0494
C -0.1954 0.2011 -0.0974
C -0.9363 0.1365 1.2459
H 1.2691 1.7681 -0.5840
H 1.9232 0.1348 -0.4983
H 1.5456 1.0044 0.9660
H -0.1171 -0.8314 -0.4632
H -0.7828 0.7143 -0.8573
H -1.8109 -0.5007 1.1375
H -0.2574 -0.2918 1.9838
H -1.2801 1.1221 1.5800
*
```

No. 2
# C2H11N2O3Si

2 unconnected molecules or ions with the total composition C2H11N2O3Si in a non-equilibrium geometry (ωB97M-V/def2-TZVPD, the OMol25 dataset).

Calculated values
HOMO energy: -14.53 eV
Energy above the lowest of the compared OMol25 structures with the same formula, charge and spin: 1.591 eV
E: -707.4081 hartree

```
! wB97M-V def2-TZVPD RIJCOSX def2/J DEFGRID3
* xyz 1 1
C 0.1252 1.8035 0.2256
C -0.4132 0.3844 0.0140
N -1.6935 0.3908 -0.1901
N -0.3666 -0.3397 1.9297
O -0.2091 -2.2308 -0.6900
O 2.1932 -0.5303 -0.3171
O 0.7519 -0.4904 -2.4606
Si 0.6757 -0.8662 -0.9395
H -0.6014 2.5553 0.5663
H 0.4265 1.9751 -0.8438
H 0.9589 1.8062 0.8495
H -2.1901 -0.3486 -0.4837
H -2.1478 1.2803 0.1566
H -1.1641 -0.7494 2.2074
H 0.2545 -1.1174 1.6397
H 0.0178 0.2330 2.7846
H 0.3737 -2.9637 -0.3800
H 2.8577 -0.6115 -0.9687
H 0.1507 -0.1804 -3.0997
*
```

No. 3
# H31O16

A molecular structure, H31O16 in a non-equilibrium geometry (ωB97M-V/def2-TZVPD, the OMol25 dataset).

Calculated values
HOMO energy (alpha / beta): 2.45 / -3.21 eV
Energy above the lowest of the compared OMol25 structures with the same formula, charge and spin: 4.493 eV
E: -1222.1791 hartree

```
! wB97M-V def2-TZVPD RIJCOSX def2/J DEFGRID3
* xyz -2 2
O -1.8422 -5.9191 -0.9719
H -0.3995 1.5811 5.6555
H -4.1427 0.2819 3.5064
O -2.9186 3.9632 0.7287
H -1.4459 -5.3542 -0.2034
H -2.4469 -5.1463 -1.3040
O 3.6390 3.4228 -1.0112
H -2.9137 3.0455 0.7072
H -3.7788 0.9893 2.1869
O -4.4098 0.4058 2.5768
H -0.7072 -1.6302 1.0811
H -2.4149 4.2170 1.4827
O -0.1046 0.7875 5.1837
H 2.1014 -2.0949 -2.3397
H 1.6721 1.3021 0.2259
O 0.3577 -1.5386 -4.6887
H -0.4131 -0.7559 -4.6958
H 0.3839 -2.0601 -4.0946
O 0.0452 -4.2417 0.6960
H -0.5649 -3.4285 0.8383
H 0.8312 -3.9736 0.1872
O 0.7039 2.7907 2.3351
H 0.5803 2.5713 1.3322
H 2.9883 3.1528 -0.3768
O 3.2767 -1.1663 1.5517
H 3.0336 -0.7985 2.4289
O 2.1226 -1.6598 -1.4348
H -0.5996 0.1339 5.8075
H 1.3584 -1.8440 -0.8998
O 2.4503 1.1219 -3.2571
H 3.3953 3.1424 -1.9075
H 2.6538 0.7225 -2.5702
O 2.5270 1.2244 -0.2244
H -0.5289 2.5813 -4.7662
H -2.3904 0.4665 0.3931
O -0.8555 -1.0226 2.1270
H 1.8522 1.6934 -3.4074
H -1.5636 -1.7892 -0.4676
O -2.4133 1.0962 -0.4093
H 2.8473 0.4241 0.2289
H -2.6937 0.5500 -1.1035
O -0.7465 -2.1564 -0.0851
H 2.9201 -2.0563 1.2949
H -0.1938 2.7965 2.5363
O -0.1541 2.3089 -3.7982
H -1.6552 -1.1432 2.6332
H 0.5572 3.0061 -3.7081
*
```

No. 4
# C4H19N3O5

5 unconnected molecules or ions with the total composition C4H19N3O5 in a non-equilibrium geometry (ωB97M-V/def2-TZVPD, the OMol25 dataset).

Calculated values
HOMO energy: -9.47 eV
Energy above the lowest of the compared OMol25 structures with the same formula, charge and spin: 0.829 eV
SMILES string: NCCNC(=O)CN.O.O.O.O
E: -704.2580 hartree

```
! wB97M-V def2-TZVPD RIJCOSX def2/J DEFGRID3
* xyz 0 1
N -0.8597 -1.4807 2.8103
C -1.5342 -0.3079 2.1888
C -2.2651 -0.7693 0.9226
N -1.4845 -1.5474 -0.0796
C -0.5049 -0.9272 -0.8583
O 0.6564 -1.2679 -0.7948
C -1.0968 -0.0943 -1.9789
N -0.1269 0.8678 -2.5272
H -0.0711 -1.1734 3.3580
H -0.5468 -2.1192 2.1040
H -2.3013 -0.0246 2.9077
H -0.8520 0.5000 1.9277
H -2.5074 0.1403 0.4194
H -3.2003 -1.3026 1.0527
H -1.0079 -2.2847 0.4175
H -1.3659 -0.8140 -2.7446
H -1.9886 0.4615 -1.6970
H 0.0197 0.6803 -3.5060
H 0.7849 0.8796 -2.0922
O 2.9833 -0.9575 1.8728
H 3.2600 -0.7107 0.9826
H 2.2592 -1.5732 1.7146
O 3.1192 -0.1212 -1.9927
H 2.7566 0.6348 -1.4923
H 2.5715 -0.7739 -1.5283
O -0.9469 2.0848 0.4416
H -1.2202 2.9960 0.3263
H -0.6184 1.7150 -0.3820
O 2.0001 2.0995 -0.8037
H 1.8370 3.0035 -1.0931
H 2.2511 2.1867 0.1241
*
```

No. 5
# CH2ClFO3

A single CH2ClFO3 molecule in a non-equilibrium geometry (ωB97M-V/def2-TZVPD, the OMol25 dataset).

Calculated values
HOMO energy: -10.66 eV
Energy above the lowest of the compared OMol25 structures with the same formula, charge and spin: 0.126 eV
SMILES string: OOO[C@@H](F)Cl
E: -824.8635 hartree

```
! wB97M-V def2-TZVPD RIJCOSX def2/J DEFGRID3
* xyz 0 1
O 1.1345 1.6178 -0.4850
O -0.1246 1.3962 0.1118
O -0.6865 0.2937 -0.3679
C -0.3176 -1.0625 0.4269
F -0.7763 -1.0054 1.6552
Cl -0.8467 -2.3347 -0.5852
H 0.9148 2.0468 -1.2462
H 0.7023 -0.9520 0.4903
*
```

No. 6
# C18H31F5InN6O4Te

A molecular structure, C18H31F5InN6O4Te (ωB97M-V/def2-TZVPD, the OMol25 dataset).

Calculated values
HOMO energy: -11.98 eV
Energy above the lowest of the compared OMol25 structures with the same formula, charge and spin: 0.000 eV
E: -2291.4621 hartree

```
! wB97M-V def2-TZVPD RIJCOSX def2/J DEFGRID3
* xyz 1 1
In -0.3162 0.1341 2.1019
N 0.4747 2.2549 1.6490
C 1.9022 2.3731 2.0116
C 2.6548 1.0866 1.6722
N 1.9767 -0.1058 2.1999
C 2.2910 -0.4857 3.5927
C 1.5349 0.3296 4.6467
N 0.0954 0.4339 4.3365
H 0.3183 2.4747 0.6694
H -0.0998 2.9221 2.1586
H 1.9554 2.5829 3.0774
H 2.3724 3.2128 1.4994
H 3.6788 1.1601 2.0476
H 2.7197 0.9743 0.5878
H 2.1308 -0.9094 1.5911
H 3.3644 -0.3995 3.7803
H 2.0252 -1.5371 3.6958
H 1.9466 1.3344 4.7247
H 1.6963 -0.1458 5.6153
H -0.3185 1.2626 4.7506
H -0.4327 -0.3754 4.6957
C 2.1744 0.1892 -6.1140
C 1.5307 1.3754 -5.4156
N 0.4435 0.9805 -4.5103
C -0.9164 1.3287 -4.9136
C -1.4151 0.5196 -6.0997
C 0.8045 0.4726 -3.3172
O 1.9678 0.4080 -2.9385
C -0.2539 -0.0360 -2.3703
C -1.3484 -0.8297 -2.6815
C -2.1766 -1.2757 -1.6618
C -1.8918 -0.9189 -0.3599
N -0.8143 -0.1835 -0.0550
C -0.0135 0.2269 -1.0345
H 2.9589 0.5358 -6.7867
H 1.4450 -0.3691 -6.7013
H 2.6251 -0.4825 -5.3850
H 1.1028 2.0695 -6.1392
H 2.2768 1.9159 -4.8335
H -0.9242 2.3934 -5.1621
H -1.5817 1.2161 -4.0604
H -0.7912 0.6812 -6.9785
H -2.4318 0.8177 -6.3557
H -1.4121 -0.5503 -5.8845
H -1.5529 -1.1062 -3.7076
H -3.0412 -1.8889 -1.8704
H -2.5235 -1.2101 0.4699
H 0.8789 0.7789 -0.7676
F -4.5588 1.6783 3.4639
Te -3.3207 1.9160 2.1286
F -2.1328 2.3644 0.7329
F -4.1968 3.4702 1.6976
F -2.2491 2.9729 3.2513
F -4.3662 1.0316 0.8876
O -2.3599 0.4241 2.5578
O 0.9693 -2.5415 0.7380
C 0.2709 -2.8910 1.6774
C 0.0013 -4.3172 2.1182
C -0.8362 -4.1581 3.3865
C -0.8720 -2.6581 3.6158
O -1.2492 -2.0951 4.6254
N -0.3516 -2.0048 2.5178
H 0.9547 -4.8176 2.2859
H -0.5001 -4.8518 1.3122
H -0.4288 -4.6547 4.2648
H -1.8639 -4.5034 3.2689
*
```

No. 7
# C8H11AuCl3Si2

A molecular structure, C8H11AuCl3Si2 (ωB97M-V/def2-TZVPD, the OMol25 dataset).

Calculated values
HOMO energy: -4.76 eV
E: -2406.9927 hartree

```
! wB97M-V def2-TZVPD RIJCOSX def2/J DEFGRID3
* xyz -1 1
Au -1.9780 1.6681 -0.1603
C 0.4034 0.8232 2.4566
Si 0.1711 0.9574 0.5752
C 1.6327 2.0503 0.0452
C 0.6614 -0.7790 -0.0581
C -0.2060 -1.5211 -0.8683
C 0.1332 -2.7860 -1.3399
C 1.3605 -3.3432 -1.0085
C 2.2401 -2.6270 -0.2048
C 1.8893 -1.3661 0.2590
H 1.4168 0.4929 2.7098
H -0.3056 0.1161 2.8959
H 0.2354 1.7955 2.9313
H 2.5821 1.6558 0.4232
H 1.5089 3.0664 0.4340
H 1.7024 2.1214 -1.0439
H -1.1684 -1.0959 -1.1340
H -0.5612 -3.3347 -1.9657
H 1.6318 -4.3271 -1.3720
H 3.2007 -3.0548 0.0589
H 2.5940 -0.8263 0.8853
Cl -4.7629 4.3150 -0.3494
Si -4.1348 2.3690 -0.9045
Cl -4.4562 2.4189 -2.9988
Cl -5.7906 1.2110 -0.2663
*
```

No. 8
# C33H38N8OSV

A molecular structure, C33H38N8OSV in a non-equilibrium geometry (ωB97M-V/def2-TZVPD, the OMol25 dataset).

Calculated values
HOMO energy (alpha / beta): -4.48 / -4.44 eV
E: -3135.7084 hartree

```
! wB97M-V def2-TZVPD RIJCOSX def2/J DEFGRID3
* xyz 0 2
V -0.2763 0.0383 0.0561
O 0.8136 -3.0552 -2.4764
C -0.4226 -3.7447 -2.4747
C -1.5679 -2.9447 -3.0844
C -1.8005 -1.5640 -2.4365
C -0.7873 -0.5313 -2.8596
C -0.7482 -0.1364 -4.1920
C 0.2068 0.7636 -4.6257
C 1.1292 1.2273 -3.6994
C 1.0177 0.8127 -2.3883
N 0.0664 -0.0228 -1.9514
H 1.0882 -2.9022 -3.3866
H -0.6416 -3.9654 -1.4287
H -0.3289 -4.7031 -2.9992
H -2.4774 -3.5403 -2.9776
H -1.3835 -2.8152 -4.1557
H -1.7916 -1.6319 -1.3453
H -2.7911 -1.2219 -2.7399
H -1.4730 -0.5402 -4.8872
H 0.2394 1.0918 -5.6557
H 1.9140 1.9118 -3.9883
H 1.7124 1.1822 -1.6414
C 0.9860 5.3737 2.0119
N 1.4239 3.9995 2.0725
C 2.6515 3.5080 1.6699
C 2.6575 2.1836 1.8918
N 1.4079 1.8399 2.3924
C 0.6611 2.9808 2.5833
S -0.7272 3.1289 3.4711
C 0.9712 0.5498 2.7988
C 1.6391 -0.0860 3.8164
C 1.1725 -1.3232 4.2701
C 0.0018 -1.8101 3.7171
C -0.6026 -1.1163 2.6835
N -0.0992 0.0239 2.1559
H 1.5967 6.0044 2.6592
H -0.0423 5.3953 2.3645
H 1.0295 5.7475 0.9886
H 3.4218 4.1434 1.2705
H 3.4280 1.4514 1.7432
H 2.4905 0.3977 4.2760
H 1.6853 -1.8529 5.0601
H -0.4319 -2.7318 4.0800
H -1.5372 -1.4582 2.2603
C -1.7454 3.2774 -1.0776
C -2.4924 2.0257 -0.5834
C -3.4139 2.4052 0.5846
C -3.3756 1.4762 -1.7186
N -1.5297 1.0395 -0.1915
H -2.4523 4.0784 -1.3066
H -1.1655 3.0404 -1.9727
H -1.0640 3.6171 -0.2948
H -4.1852 3.1047 0.2523
H -2.8362 2.8613 1.3799
H -3.8854 1.5059 0.9850
H -4.1967 2.1651 -1.9257
H -3.7916 0.5131 -1.4199
H -2.7898 1.3464 -2.6311
N 5.2338 -3.5314 2.7199
C 5.7198 -4.7016 3.2569
C 6.9457 -5.0579 3.7980
C 7.0893 -6.3694 4.2196
C 6.0423 -7.2898 4.1072
C 4.8183 -6.9317 3.5726
C 4.6522 -5.6164 3.1433
N 3.5697 -5.0077 2.5567
C 3.9410 -3.7712 2.3012
C 3.1150 -2.8053 1.6220
C 3.5593 -1.5308 1.2112
C 2.7061 -0.6974 0.5372
N 1.4186 -1.0085 0.2555
C 1.0135 -2.2649 0.5994
C 1.8009 -3.1615 1.2611
H 5.7353 -2.6671 2.6362
H 7.7604 -4.3492 3.8818
H 8.0320 -6.6901 4.6438
H 6.2023 -8.3070 4.4414
H 4.0068 -7.6411 3.4811
H 4.5711 -1.1958 1.4068
H 3.0482 0.2640 0.1737
H 0.0088 -2.5391 0.3002
H 1.4448 -4.1474 1.5224
*
```